34
Properties=species:S:1:pos:R:3:forces:R:3:mulliken_charge:R:1 method="wB97M-V/def2-TZVPD" charge=-1
C 1.75913 -0.60494 0.78828 -0.126 -0.026 0.123 -0.753
C 1.46898 0.80150 1.31905 -0.055 -0.100 -0.086 0.139
O 1.33561 1.75261 0.25663 -0.032 0.192 0.145 -0.467
C 0.03223 1.79097 -0.29667 -0.044 -0.089 -0.034 -0.123
C -0.92949 2.60348 0.56893 0.128 0.166 -0.087 -0.548
O -2.26979 2.30111 0.18385 0.045 -0.103 0.081 -0.317
C -3.16265 2.20639 1.24765 -0.046 0.127 0.133 -0.653
S -2.85124 0.82513 2.41006 0.027 0.086 -0.115 1.088
O -4.14929 0.37654 2.85450 0.160 0.086 0.051 -0.678
O -1.92760 1.33883 3.40077 -0.149 -0.145 -0.080 -0.662
N -2.03298 -0.26161 1.55724 0.003 -0.025 0.031 -0.121
S -2.72433 -1.07350 0.40623 0.242 0.037 -0.043 0.669
O -1.70426 -1.68069 -0.40719 -0.188 0.137 0.023 -0.506
O -3.83697 -0.42328 -0.23313 0.065 -0.025 -0.017 -0.550
I -3.74708 -3.02473 1.53669 -0.096 -0.140 0.065 -0.216
H 2.03364 -0.55314 -0.26535 0.067 -0.015 0.069 -0.161
H 2.58644 -1.07693 1.32168 -0.037 0.023 -0.045 0.386
H 0.88559 -1.25327 0.87577 0.025 0.040 -0.080 0.269
H 2.28160 1.17211 1.94818 0.002 -0.011 -0.115 0.393
H 0.56003 0.78256 1.92719 0.040 0.055 0.025 -0.013
H 0.13028 2.25361 -1.28236 -0.029 -0.051 0.023 0.298
H -0.37219 0.78265 -0.42922 -0.037 0.002 0.041 0.056
H -0.75622 3.67865 0.41865 0.008 -0.081 0.063 0.308
H -0.76483 2.37853 1.62382 0.008 -0.051 -0.068 0.344
H -3.12017 3.08809 1.90217 -0.106 -0.024 -0.059 0.428
H -4.16630 2.06087 0.85357 0.095 -0.054 -0.053 0.362
C 3.31067 -2.57010 -2.55663 -0.255 0.055 0.053 0.640
O 3.54283 -2.68380 -1.37008 0.172 -0.102 -0.022 -0.596
N 2.90065 -1.38924 -3.11286 0.184 0.078 -0.028 -0.356
N 3.43598 -3.61671 -3.43623 0.143 0.007 -0.021 -0.408
H 2.63307 -1.29748 -4.07342 -0.080 -0.023 0.015 0.168
H 2.72179 -0.62952 -2.48127 -0.052 -0.012 0.000 0.214
H 3.69362 -4.50415 -3.04871 -0.033 -0.004 0.003 0.216
H 3.20324 -3.55053 -4.40780 -0.048 -0.009 0.010 0.150


25
Properties=species:S:1:pos:R:3:forces:R:3:mulliken_charge:R:1 method="wB97M-V/def2-TZVPD" charge=+1
C -1.17730 3.07516 0.80264 0.122 -1.313 -1.967 -1.031
C 1.69425 -3.68587 -0.40360 1.090 1.957 -0.474 -1.010
C -1.61478 2.32394 -0.52306 -0.574 -1.282 1.859 -0.516
C 1.55290 -2.33913 0.36434 -0.924 -1.631 -0.178 -0.213
C -2.38002 0.99867 -0.34025 0.701 0.463 -0.080 -0.012
C -0.16305 -0.51077 0.28733 -0.927 1.920 0.447 0.218
N -2.96050 0.40773 -1.36245 -1.643 -1.182 1.641 -0.292
O 0.60653 0.38010 0.91867 1.656 -1.234 0.364 -0.322
O 0.15113 -1.71845 0.10329 2.547 -1.146 -0.516 -0.307
I 4.24962 1.16159 -0.29926 -0.140 0.051 -0.217 -0.099
H -0.16546 3.46437 0.59052 -0.408 -0.347 0.591 0.248
H -1.83681 3.92152 0.84059 -0.320 0.231 0.957 0.397
H -1.21317 2.32416 1.60725 0.153 0.956 0.108 0.297
H 1.46511 -4.45424 0.25954 0.019 -1.528 1.152 0.314
H 0.86754 -3.68939 -1.07776 -0.114 -0.169 -1.257 0.301
H 2.74635 -3.82784 -0.86842 -2.064 0.329 0.624 0.311
H -2.24017 2.99011 -1.08717 0.037 0.099 -0.878 0.500
H -0.73967 1.94437 -0.99836 0.749 0.315 -0.994 0.349
H 2.42003 -1.77536 0.13826 0.181 1.591 -0.351 0.148
H 1.49587 -2.55234 1.39928 0.184 0.021 1.107 0.384
H -2.40222 0.54650 0.69421 -0.618 0.424 -1.523 0.374
H 4.69087 0.56897 1.11103 0.143 -0.085 0.266 0.115
H -2.93418 0.71318 -2.35803 0.073 -0.075 1.353 0.274
H -3.63899 -0.39247 -1.09928 1.754 1.571 -1.045 0.326
H 1.52612 0.12547 1.30068 -1.677 0.064 -0.987 0.247


26
Properties=species:S:1:pos:R:3:forces:R:3:mulliken_charge:R:1 method="wB97M-V/def2-TZVPD"
C -0.52446 -2.89543 0.76993 -2.924 0.085 1.541 -0.847
O -0.11246 -1.91729 -0.07502 0.638 1.173 -1.435 -0.326
C 0.80912 -1.05430 0.40089 1.971 2.999 2.685 -0.170
C 1.47640 -0.07926 -0.29119 -1.488 -2.330 -2.606 0.588
C 1.39197 -0.18167 -1.82019 0.775 0.026 0.003 -1.277
O 2.30948 0.81859 0.23478 1.448 1.108 0.570 -0.416
C 3.34011 1.35133 -0.64522 0.387 0.305 1.213 -0.849
H -0.58033 -2.64882 1.83134 0.216 0.579 0.029 0.320
H -0.09917 -3.82352 0.72399 2.389 -2.235 -0.510 0.399
H -1.53194 -3.16884 0.48890 -0.673 0.367 -0.111 0.285
H 0.89485 -0.93811 1.54179 -0.164 -0.650 -1.588 0.284
H 1.06895 0.65733 -2.47804 -0.009 -0.158 1.041 0.314
H 0.68543 -0.98408 -1.90515 -0.193 -0.464 -0.898 0.369
H 2.39140 -0.47723 -2.23277 -0.889 -0.070 0.301 0.321
H 2.94581 2.00076 -1.38498 -0.935 0.268 -0.979 0.357
H 3.97983 0.60956 -1.14383 -0.286 -0.044 0.521 0.323
H 3.95574 2.07173 -0.06836 -0.276 -0.951 0.220 0.284
C -1.56943 1.29820 1.80719 -1.052 0.829 2.329 0.066
O -2.53779 1.87219 0.98273 -0.852 0.286 -1.704 -0.214
Si -3.22723 1.34321 -0.42993 0.198 -0.289 1.025 0.436
I -4.80681 -0.54411 0.10778 0.449 0.608 -0.193 -0.161
H -0.71736 2.03132 1.91646 -1.126 -0.729 0.671 0.220
H -1.16462 0.45719 1.38595 1.169 -2.178 -1.335 -0.295
H -2.13907 0.86885 2.73889 1.507 1.397 -1.096 0.258
H -2.35876 0.80634 -1.49998 0.188 -0.088 0.335 -0.120
H -3.87966 2.52607 -0.95597 -0.468 0.157 -0.030 -0.148


Formula: C6H15N
Source: the Open Molecules 2025 dataset
Level of theory: the ωB97M-V functional and the def2-TZVPD basis

Structure (XYZ):
```
22
Properties=species:S:1:pos:R:3:forces:R:3:mulliken_charge:R:1
C 0.68109 0.19212 0.36956 4.020 1.376 -2.313 0.994
C 0.22039 -0.65840 -0.68579 -5.716 -2.209 2.285 -1.130
C -1.50120 -1.22079 0.06889 1.962 -0.244 -1.628 -0.536
C 0.11988 1.58997 0.48028 0.174 -0.152 0.016 -1.679
C 2.37913 0.32736 -0.85153 -0.620 1.251 1.715 -1.197
C -2.63197 -0.30887 -0.34279 -0.212 0.170 -0.065 -0.942
N 1.07549 -0.35606 1.56989 -0.352 -0.389 0.419 -0.434
H 1.50686 -1.26872 1.54202 -0.014 0.219 0.034 0.225
H 1.43287 0.26703 2.27880 0.073 -0.112 -0.251 0.216
H 0.69968 -1.62194 -0.81391 0.231 0.218 -0.108 0.400
H -0.12588 -0.16513 -1.58345 0.351 0.003 -0.054 0.398
H -1.47643 -1.38190 1.14875 0.435 0.284 -0.092 0.345
H -1.59952 -2.21067 -0.38450 -0.203 0.049 -0.026 0.322
H 0.85593 2.26280 0.92819 -0.009 -0.035 -0.075 0.490
H -0.76237 1.60788 1.12364 -0.039 -0.134 -0.014 0.369
H -0.15819 1.97364 -0.50060 0.065 -0.012 0.051 0.310
H 3.03395 -0.48900 -0.54098 -0.194 -0.034 0.056 0.320
H 2.78020 1.28336 -0.50790 0.297 -0.050 0.020 0.355
H 2.29743 0.38275 -1.93819 -0.441 -0.204 0.086 0.357
H -2.61796 0.63336 0.21551 0.025 -0.061 -0.183 0.209
H -2.59026 -0.08227 -1.41334 0.004 0.080 0.099 0.260
H -3.61910 -0.75651 -0.16260 0.164 -0.014 0.030 0.348
```
Forces are in eV/Å.


The evaluated Kohn-Sham gap for the records listed, in turn: 8.520, 8.741, 8.373, 7.985 eV.